# C53H57N8OSeTeV

A structure of composition C53H57N8OSeTeV (the ωB97M-V functional and the def2-TZVPD basis, OMol25).

```
122
C53H57N8OSeTeV the ωB97M-V functional and the def2-TZVPD basis
V 2.003 0.104 1.083
C 4.894 -0.380 1.361
N 3.754 -0.144 2.256
C 3.402 -1.359 2.998
C 2.008 -1.198 3.536
C 1.558 -1.860 4.661
C 0.267 -1.634 5.115
C -0.511 -0.704 4.435
C -0.001 -0.082 3.317
N 1.231 -0.339 2.828
C 3.965 0.991 3.150
C 4.055 2.274 2.364
C 4.547 3.432 2.947
C 4.603 4.587 2.183
C 4.193 4.534 0.861
C 3.729 3.330 0.360
N 3.642 2.222 1.095
C 4.412 -1.044 0.100
C 5.270 -1.739 -0.736
C 4.781 -2.267 -1.920
C 3.430 -2.114 -2.205
C 2.637 -1.430 -1.310
N 3.112 -0.868 -0.188
H 5.677 -0.969 1.854
H 5.330 0.575 1.076
H 4.121 -1.572 3.800
H 3.400 -2.188 2.286
H 2.217 -2.545 5.178
H -0.104 -2.141 5.995
H -1.505 -0.449 4.778
H -0.568 0.668 2.791
H 4.859 0.861 3.775
H 3.105 1.068 3.820
H 4.883 3.418 3.976
H 4.981 5.505 2.613
H 4.235 5.410 0.229
H 3.428 3.231 -0.673
H 6.308 -1.866 -0.458
H 5.434 -2.796 -2.600
H 2.999 -2.528 -3.106
H 1.571 -1.338 -1.464
C -4.938 -4.878 -4.923
C -4.117 -3.981 -4.038
C -2.898 -3.469 -4.463
C -2.135 -2.632 -3.659
C -0.808 -2.139 -4.183
C -2.611 -2.284 -2.388
Te -1.419 -0.969 -1.182
N 0.863 0.889 0.071
C 0.656 2.008 -0.517
O 0.102 3.091 0.106
C 1.094 2.318 -1.894
C 1.438 3.630 -2.232
C 1.966 3.918 -3.480
C 2.125 2.911 -4.421
C 1.751 1.612 -4.105
C 1.242 1.316 -2.852
C -2.854 0.593 -0.905
C -3.349 0.904 0.364
C -3.045 0.094 1.596
C -4.202 1.996 0.509
C -4.589 2.772 -0.570
C -5.519 3.941 -0.397
C -4.093 2.438 -1.826
C -3.224 1.372 -2.012
C -2.697 1.094 -3.394
C -3.821 -2.813 -1.927
C -4.378 -2.511 -0.561
C -4.555 -3.648 -2.764
H -4.457 -5.023 -5.888
H -5.928 -4.450 -5.090
H -5.076 -5.854 -4.455
H -2.531 -3.729 -5.450
H -0.654 -2.479 -5.206
H 0.013 -2.521 -3.569
H -0.762 -1.049 -4.170
H 1.304 4.419 -1.503
H 2.252 4.934 -3.717
H 2.540 3.136 -5.395
H 1.845 0.826 -4.843
H 0.939 0.308 -2.610
H -2.073 -0.382 1.527
H -3.797 -0.689 1.727
H -3.075 0.729 2.484
H -4.577 2.237 1.499
H -5.803 4.064 0.647
H -6.425 3.797 -0.987
H -5.046 4.863 -0.739
H -4.387 3.033 -2.684
H -3.128 1.786 -4.117
H -2.944 0.078 -3.705
H -1.611 1.208 -3.416
H -3.583 -2.230 0.127
H -4.900 -3.380 -0.161
H -5.089 -1.683 -0.611
H -5.499 -4.047 -2.407
Se 0.352 3.239 1.917
C -1.078 4.475 2.166
C -1.873 4.967 1.145
C -2.864 5.878 1.488
N -3.089 6.296 2.727
C -2.319 5.809 3.696
C -1.302 4.897 3.472
H -1.732 4.650 0.121
H -3.512 6.298 0.726
H -2.531 6.166 4.698
H -0.694 4.519 4.286
C -1.428 -4.799 1.629
C 0.021 -4.517 1.426
C 1.122 -5.339 1.505
C 2.233 -4.521 1.216
N 1.845 -3.273 0.984
N 0.501 -3.295 1.120
C 3.665 -4.939 1.154
H -1.558 -5.851 1.871
H -2.009 -4.576 0.732
H -1.831 -4.207 2.452
H 1.129 -6.392 1.730
H -0.030 -2.458 0.927
H 3.771 -5.940 1.568
H 4.309 -4.262 1.718
H 4.020 -4.954 0.122
```

Calculated values
Expectation value of S²: 0.88
HOMO level (alpha / beta) (hartree): -0.32626 / -0.28755
ΔE to the lowest compared entry with this formula, charge and spin (kJ/mol): 0.0
2S+1: 2
Max |F| (eV Å⁻¹): 4.4
Calculated total energy (eV): -168176.3805
HOMO-LUMO gap (alpha / beta) (eV): 6.6 / 5.3
Total charge: +1

# C53H58AsF30O12S5

A structure of composition C53H58AsF30O12S5 (the ωB97M-V functional and the def2-TZVPD basis, OMol25).

```
159
C53H58AsF30O12S5 the ωB97M-V functional and the def2-TZVPD basis
As -0.029 0.906 0.570
F 1.360 1.545 -0.405
F -0.295 2.629 0.978
F -1.415 0.393 1.657
F 0.349 -0.729 0.001
F 1.002 0.749 2.040
F -1.271 0.963 -0.784
C -0.166 6.911 2.682
C 1.120 7.371 1.915
C 1.420 8.875 2.112
F 1.257 9.213 3.412
F 2.670 9.157 1.554
F 2.085 6.633 2.363
F 0.827 7.107 0.640
O -0.473 5.446 2.849
C -1.577 5.090 3.692
C -1.485 3.614 4.053
F -0.419 3.122 4.694
F -2.545 3.176 4.648
F -1.523 5.900 4.772
F -2.707 5.337 2.977
H -1.056 7.540 2.676
H 0.036 7.247 3.699
H 0.616 9.420 1.617
H -1.454 3.068 3.111
C 2.073 -4.745 -0.618
C 1.968 -5.540 -1.957
C 3.183 -5.293 -2.791
F 3.030 -5.448 -4.098
F 3.753 -4.193 -2.636
F 2.061 -6.786 -1.688
F 0.842 -5.320 -2.608
O 3.182 -5.154 0.196
C 3.881 -4.127 0.858
C 4.747 -4.803 1.907
F 4.058 -5.609 2.734
F 5.853 -5.387 1.403
F 4.550 -3.403 0.021
F 2.929 -3.412 1.481
H 1.156 -4.886 -0.046
H 2.120 -3.678 -0.834
H 4.039 -5.932 -2.576
H 5.088 -3.935 2.472
C -2.429 -2.896 2.447
C -2.373 -4.365 1.950
C -2.006 -4.388 0.524
F -1.359 -5.464 0.058
F -3.099 -4.085 -0.284
F -1.485 -5.215 2.517
F -3.656 -4.926 2.018
O -2.815 -1.959 1.413
C -3.988 -1.140 1.765
C -4.398 -0.233 0.647
F -4.521 -0.947 -0.520
F -5.551 0.501 0.934
F -4.980 -1.939 1.879
F -3.789 -0.437 2.826
H -1.409 -2.586 2.674
H -2.873 -2.759 3.433
H -1.370 -3.521 0.345
H -3.633 0.524 0.470
C -4.579 2.019 -3.302
S -4.080 3.221 -4.599
O -5.387 4.015 -4.689
C -2.947 4.132 -3.450
H -3.711 1.360 -3.266
H -5.459 1.411 -3.510
H -4.641 2.574 -2.366
H -2.174 3.395 -3.232
H -3.432 4.461 -2.531
H -2.540 4.989 -3.986
C 4.246 -0.302 -1.144
S 6.163 -0.093 -1.091
O 6.761 -1.189 -1.968
C 6.118 1.469 -2.124
H 3.630 0.597 -1.125
H 3.983 -0.915 -0.282
H 3.834 -0.733 -2.056
H 5.618 2.332 -1.683
H 5.586 1.209 -3.039
H 7.171 1.681 -2.307
C -1.463 0.226 -6.070
S -0.061 0.850 -5.183
O -0.139 2.372 -4.981
C -0.232 0.161 -3.451
H -1.574 -0.829 -5.819
H -1.268 0.251 -7.142
H -2.286 0.935 -5.981
H -1.297 0.056 -3.242
H 0.107 0.896 -2.721
H 0.250 -0.802 -3.279
C 2.649 4.169 -0.785
S 2.423 5.361 -2.246
O 3.700 5.206 -3.087
C 1.053 4.322 -3.109
H 3.530 4.458 -0.211
H 2.792 3.168 -1.192
H 1.830 4.039 -0.078
H 0.295 4.741 -3.771
H 0.550 3.627 -2.437
H 1.480 3.573 -3.776
C 3.158 3.154 2.651
S 4.639 3.060 3.618
O 4.437 4.040 4.807
C 4.783 1.339 4.324
H 2.195 2.875 3.078
H 3.277 2.403 1.870
H 2.985 4.116 2.169
H 5.791 1.270 4.734
H 4.418 0.623 3.587
H 4.084 1.229 5.153
C -6.732 -2.004 -9.340
C -7.529 -1.333 -8.445
C -7.220 -1.210 -7.126
C -6.038 -1.689 -6.641
C -5.245 -2.384 -7.525
C -5.586 -2.601 -8.921
C -4.092 -3.142 -7.096
O -3.680 -4.066 -7.799
C -3.556 -2.935 -5.714
C -2.399 -3.468 -5.272
C -1.821 -3.115 -4.048
C -2.611 -2.432 -3.074
C -3.814 -1.868 -3.505
C -4.226 -1.975 -4.812
C -5.580 -1.423 -5.214
O -6.203 -0.740 -4.396
H -7.053 -2.064 -10.370
H -8.376 -0.793 -8.842
H -7.839 -0.612 -6.474
H -4.970 -3.269 -9.505
H -1.944 -4.231 -5.887
H -0.824 -3.510 -3.922
H -2.142 -2.193 -2.131
H -4.488 -1.302 -2.881
C -1.482 -1.141 5.291
C -1.263 -0.002 6.087
C -0.062 0.265 6.744
C 0.942 -0.698 6.727
C 0.778 -1.921 5.968
C -0.483 -2.036 5.250
C 1.872 -2.959 5.769
O 1.754 -3.973 5.019
C 3.168 -2.623 6.585
C 4.284 -3.433 6.318
C 5.470 -3.196 7.029
C 5.542 -2.135 7.947
C 4.373 -1.266 8.180
C 3.256 -1.500 7.385
C 2.121 -0.557 7.619
O 2.104 0.322 8.479
H -2.473 -1.294 4.888
H -2.014 0.711 6.393
H -0.053 1.224 7.242
H -0.580 -2.958 4.695
H 4.169 -4.250 5.621
H 6.436 -3.601 6.767
H 6.438 -1.834 8.469
H 4.304 -0.509 8.946
```

Calculated values
HOMO level (hartree): -0.25273
2S+1: 1
Max |F| (eV Å⁻¹): 7.1
Calculated total energy (eV): -277007.5616
HOMO-LUMO gap (eV): 7.0
Total charge: -1